The following is a DFT calculation (the ωB97M-V functional and the def2-TZVPD basis) of a cluster of 8 separate species, C38H79Br14FN3O8PS in total.

SMILES: CCN[C@@]1(CCO)OS(=O)(=O)[C@H](CCF)[C@](CNC)(P(N)O)[C@@]1(CCCCCCCCCCOC)COO.BrCCBr.BrCCBr.BrCCBr.BrCCBr.BrCCBr.BrCCBr.BrCCBr
Net charge: 0
LUMO level in eV: 0.0695
Kohn-Sham gap in eV: 8.42

Geometry as XYZ:
```
145
C38H79Br14FN3O8PS | OMol25 | the ωB97M-V functional and the def2-TZVPD basis
Br 1.82 -3.83 3.82
Br -11.02 -2.19 3.46
Br 2.24 0.06 5.28
Br -2.26 4.63 0.66
Br 3.90 -4.57 -4.86
Br 3.30 8.34 5.19
Br -7.87 -3.94 2.62
Br 2.94 4.67 5.46
Br -1.50 7.23 3.17
Br -1.37 0.83 5.44
Br 3.14 -7.17 -7.37
Br 2.11 -7.50 4.14
Br 0.40 9.37 -1.61
Br 1.65 6.01 -0.71
S 4.90 0.95 -1.52
P 0.59 0.53 -2.73
F 3.98 4.59 -2.54
O 4.76 -0.16 -0.26
O -9.02 0.57 -0.87
O -0.67 -0.72 -2.88
O 4.21 -3.12 -0.47
O 6.28 0.62 -2.22
O 5.17 2.35 -0.85
O 2.53 3.17 2.02
O 5.41 -3.57 -0.74
N 0.02 1.44 -1.31
N 1.58 -2.27 -4.13
N 3.37 -1.04 1.43
C 0.17 1.94 5.91
C -3.12 -3.90 -0.49
C -5.73 -3.07 -0.27
C 4.49 -1.82 3.56
C 0.66 -3.23 -1.22
C 4.73 -1.14 2.05
C 2.11 -4.92 5.41
C -8.33 0.13 0.36
C -7.88 -1.45 0.32
C -2.57 6.55 0.60
C 2.90 7.01 3.81
C 2.54 7.47 -1.65
C -9.62 -4.67 3.11
C -0.42 -3.89 -0.12
C 3.28 1.90 1.74
C 2.48 -1.12 -3.93
C 1.01 -2.11 -5.55
C 3.51 0.91 -2.75
C 3.03 -6.08 5.11
C 3.97 -4.48 -6.81
C -1.80 -3.01 -0.01
C 4.03 3.50 -3.56
C -6.69 -1.80 -0.76
C 1.97 5.94 4.34
C 2.34 -0.26 -2.49
C 2.58 1.08 0.50
C 3.31 -0.33 0.10
C 2.83 -5.25 -7.43
C 2.54 -1.17 -1.13
C -10.74 -3.86 2.49
C -4.25 -2.82 -0.97
C 2.18 8.81 -1.06
C -9.37 2.01 -0.78
C -1.43 7.31 1.22
C 2.85 2.40 -3.14
C 3.65 -2.34 -1.57
C 1.19 -1.85 -0.52
C 1.31 1.74 4.93
H 4.43 2.09 1.64
H 1.48 0.79 0.88
H 2.74 -5.01 -8.50
H 2.56 -4.25 6.14
H -1.08 -0.58 -3.78
H 0.33 -1.14 -5.62
H 3.41 -1.63 3.97
H 2.22 2.86 -2.27
H -0.44 6.94 0.92
H -1.49 8.38 0.98
H 3.91 -3.42 -7.05
H -10.20 2.30 -1.57
H -0.20 2.97 5.86
H 0.03 -3.11 -2.19
H -1.91 -2.68 1.11
H 0.24 -1.12 -0.47
H 3.20 -3.16 -2.29
H 1.57 5.34 3.52
H 0.11 -4.09 0.93
H 1.87 -5.06 -6.94
H -9.82 2.26 0.27
H 1.15 6.34 4.94
H -8.44 2.69 -0.96
H 4.96 -4.86 -7.11
H -10.56 -3.60 1.44
H 2.26 3.58 1.14
H -9.10 0.26 1.24
H 3.62 -1.38 -4.17
H 2.25 2.32 -4.17
H -3.45 -4.58 0.42
H 3.61 7.27 -1.53
H 3.86 6.63 3.45
H 3.38 -6.55 6.04
H -8.80 -2.13 0.04
H -4.31 -2.83 -2.16
H -6.03 -0.83 -0.99
H -5.55 -3.07 0.90
H -9.62 -5.69 2.72
H -1.74 -2.08 -0.71
H 5.61 -4.19 0.04
H 2.61 -0.78 2.09
H 1.12 -5.24 5.76
H 2.12 -3.18 -4.18
H 2.85 9.59 -1.43
H 1.49 -4.08 -1.33
H -0.70 -4.95 -0.59
H 4.56 -1.87 -2.20
H -2.66 6.79 -0.47
H 0.40 -3.06 -5.89
H 2.42 7.58 3.01
H -0.84 1.04 -0.88
H 2.19 8.81 0.04
H 4.61 -3.00 3.41
H 2.06 2.52 5.05
H -0.22 2.43 -1.60
H -3.91 -1.73 -0.65
H 5.27 -0.11 2.29
H -9.65 -4.70 4.20
H 2.20 -0.30 -4.76
H 1.89 -1.94 -6.33
H 5.11 3.00 -3.56
H -6.18 -4.11 -0.57
H 2.27 7.37 -2.71
H 0.44 1.70 6.94
H -7.20 -2.10 -1.77
H 4.10 0.70 -3.78
H -3.53 6.74 1.09
H -7.58 -1.75 1.43
H 1.28 -2.20 0.62
H -2.83 -4.62 -1.36
H 0.98 1.71 3.89
H 3.82 3.99 -4.62
H 5.33 -1.46 4.29
H 2.43 1.84 -0.37
H 3.90 -5.80 4.51
H 5.47 -1.92 1.51
H -11.69 -4.40 2.57
H -7.42 0.84 0.57
H 3.14 1.26 2.74
```

Atom charges from the Mulliken analysis, given in e for atoms 1 to 8: number 1, Br, carries -0.033; number 2, Br, carries -0.124; number 3, Br, carries 0.001; number 4, Br, carries -0.145; number 5, Br, carries -0.060; number 6, Br, carries -0.166; number 7, Br, carries -0.048; number 8, Br, carries -0.157